# 1
Computed, not measured: the ion CH5N2S2 with charge +1 at a distorted geometry, with ωB97M-V with the def2-TZVPD basis set.

Results
Total charge = +1
SMILES = NC1([NH3+])SS1
Kohn-Sham gap = 8.6 eV

Geometry as XYZ:
```
10
Properties=species:S:1:pos:R:3:forces:R:3
N -0.234263 -0.087680 1.485891 2.208 -0.610 -4.835
C 0.323695 0.391489 -0.061267 -1.451 -0.975 2.832
N -0.305339 -0.713120 -0.899572 -0.025 -0.201 -1.908
S -0.006224 2.015274 -0.739345 0.361 -0.490 0.433
S 1.866000 1.046164 -0.530997 -0.063 0.090 0.054
H -0.613348 0.711396 1.901752 -0.412 1.617 0.857
H 0.587478 -0.423162 1.987022 -0.162 0.304 0.050
H -1.105049 -0.819480 -0.322830 -1.718 -0.603 0.519
H 0.112397 -1.671725 -0.922725 0.314 1.057 0.148
H -0.625348 -0.449154 -1.897930 0.948 -0.189 1.850
```
Positions in Å, forces in eV/Å.

***

# 2
Computed, not measured: a cluster of 3 separate species, C2H10N2O2 in total at a distorted geometry, with ωB97M-V with the def2-TZVPD basis set.

Results
SMILES = [H]/N=C/NC.O.O
Kohn-Sham gap = 9.6 eV

Geometry as XYZ:
```
16
Properties=species:S:1:pos:R:3:forces:R:3
H -0.422024 -3.167550 -2.246188 -0.251 1.274 -1.118
N -0.924845 -2.244314 -2.373144 0.351 -1.547 1.546
C -0.785492 -1.750292 -1.204309 -1.680 2.461 1.101
N -1.633862 -0.660037 -0.651886 5.587 -3.493 0.739
C -0.991304 -0.076719 0.627718 -1.821 1.418 -3.810
H 0.015821 -2.067961 -0.477548 -0.979 0.170 -0.510
H -2.406826 -0.452840 -1.229023 -0.819 0.977 -0.035
H -1.592364 -0.326570 1.420257 -1.558 -0.216 2.064
H -0.884636 1.015370 0.505386 0.016 -0.508 0.294
H -0.054136 -0.519320 0.807055 1.185 -0.520 -0.269
O 2.240033 2.218312 6.722821 -0.771 -1.211 -0.104
H 1.881357 1.291334 6.674874 0.505 1.481 0.083
H 1.459896 2.791610 6.675517 0.264 -0.271 0.022
O 1.234666 1.530263 -4.245257 0.058 -1.031 0.478
H 1.271068 0.660872 -3.801324 -0.227 0.255 -0.677
H 1.505974 2.078986 -3.514764 0.139 0.762 0.198
```
Positions in Å, forces in eV/Å.

***

# 3
Computed, not measured: the molecule C4H9NO, with ωB97M-V with the def2-TZVPD basis set.

Results
SMILES = CCN(C)C=O
Kohn-Sham gap = 10.3 eV

Geometry as XYZ:
```
15
Properties=species:S:1:pos:R:3:forces:R:3
C -0.939351 0.242896 -1.729262 -0.048 -0.076 0.041
C 0.168935 0.640675 -0.737297 0.065 -0.052 0.108
N 0.224936 -0.177839 0.496560 -0.213 -0.161 -0.067
C 0.919691 0.398310 1.635862 0.015 0.073 0.055
C -0.271223 -1.440702 0.623150 -0.035 -0.078 -0.081
O -0.777764 -2.140444 -0.234657 0.276 -0.014 0.318
H -1.759109 0.966278 -1.749112 0.183 -0.034 0.053
H -1.327882 -0.731385 -1.439508 -0.114 0.300 -0.288
H -0.546308 0.132689 -2.744414 -0.005 0.159 0.178
H 0.020429 1.676087 -0.403282 0.067 -0.189 -0.035
H 1.154111 0.614340 -1.224503 -0.129 -0.074 0.140
H 0.432752 1.319935 1.975450 0.061 -0.080 -0.098
H 1.967710 0.625031 1.400429 -0.180 -0.020 -0.067
H 0.917973 -0.312451 2.469152 -0.031 0.139 -0.201
H -0.184900 -1.813419 1.661432 0.088 0.106 -0.056
```
Positions in Å, forces in eV/Å.